70
Properties=species:S:1:pos:R:3 method="wB97M-V/def2-TZVPD" spin_multiplicity=5 s2=6.0330 relative_energy_kcal_mol=61.22 gap_ev="8.4 / 5.2" largest_force_ev_per_a=2.92 charge=+2
Pt -0.37 0.14 0.87
O -4.86 -1.43 -0.41
C -3.78 -0.91 0.14
O -3.05 -1.51 0.89
C -3.58 0.53 -0.21
C -4.58 1.25 -0.84
C -4.42 2.61 -1.03
C -3.25 3.22 -0.60
C -2.28 2.41 -0.02
N -2.42 1.10 0.17
C -0.95 3.04 0.49
O -0.63 4.12 0.04
O -0.36 2.30 1.35
H -5.00 -2.35 -0.15
H -5.49 0.75 -1.15
H -5.19 3.21 -1.49
H -3.07 4.28 -0.70
O 3.24 -0.98 0.17
C 2.31 -1.30 0.92
O 1.79 -0.49 1.77
C 1.61 -2.63 0.76
P -0.21 -2.23 0.85
C -0.61 -2.68 2.56
C -0.41 -3.95 3.09
C -0.68 -4.20 4.42
C -1.10 -3.17 5.26
C -1.25 -1.89 4.75
C -1.02 -1.65 3.41
C -0.87 -3.34 -0.41
C -0.81 -2.88 -1.73
C -1.15 -3.73 -2.77
C -1.54 -5.03 -2.50
C -1.61 -5.49 -1.19
C -1.30 -4.64 -0.14
H 1.87 -3.29 1.58
H 1.91 -3.09 -0.19
H -0.02 -4.75 2.46
H -0.54 -5.20 4.82
H -1.28 -3.37 6.30
H -1.55 -1.08 5.41
H -1.15 -0.64 3.02
H -0.49 -1.86 -1.93
H -1.11 -3.37 -3.79
H -1.79 -5.70 -3.31
H -1.91 -6.50 -0.98
H -1.38 -4.98 0.88
O 1.36 1.13 -0.45
S 2.61 1.29 0.31
C 3.69 2.30 -0.70
C 3.27 2.87 -1.89
C 4.12 3.78 -2.51
C 5.35 4.08 -1.95
C 5.78 3.45 -0.79
C 4.95 2.54 -0.15
C 2.20 2.55 1.56
C 2.62 2.38 2.85
C 2.28 3.36 3.79
C 1.51 4.47 3.43
C 1.07 4.62 2.13
C 1.43 3.67 1.16
H 2.30 2.64 -2.31
H 3.80 4.26 -3.42
H 5.99 4.81 -2.43
H 6.75 3.66 -0.37
H 5.26 2.03 0.75
H 3.19 1.51 3.13
H 2.60 3.24 4.82
H 1.27 5.22 4.17
H 0.46 5.47 1.84
H 1.14 3.80 0.13

19
Properties=species:S:1:pos:R:3 method="wB97M-V/def2-TZVPD" spin_multiplicity=2 s2=0.7528 relative_energy_kcal_mol=54.33 gap_ev="7.2 / 6.6" largest_force_ev_per_a=1.09 charge=-1
C -1.46 -0.41 -1.22
N -1.64 -0.88 0.13
C -1.72 0.00 1.09
O -1.39 -0.17 2.29
C -0.10 0.25 -1.53
C 1.09 -0.41 -0.83
C 2.17 0.57 -0.42
C 2.76 0.61 0.76
H -2.26 0.28 -1.56
H -1.56 -1.26 -1.90
H -0.40 1.70 0.84
H -2.28 0.96 0.90
H -0.14 1.33 -1.38
H 0.06 0.19 -2.62
H 1.64 -1.03 -1.54
H 0.74 -1.01 0.01
H 2.53 1.23 -1.21
H 2.48 -0.09 1.54
H 3.59 1.30 0.91

47
Properties=species:S:1:pos:R:3 method="wB97M-V/def2-TZVPD" spin_multiplicity=5 s2=6.0727 relative_energy_kcal_mol=3.87 gap_ev="8.2 / 3.7" largest_force_ev_per_a=2.84 charge=+2
H 0.44 2.76 0.16
N 0.10 1.39 -1.41
B -0.28 0.23 -3.66
N 0.08 1.48 -2.79
C 0.40 2.75 -3.14
Pd -0.22 -0.31 -0.22
H 0.47 3.02 -4.18
C 0.61 3.48 -1.98
H 0.88 4.52 -1.90
C 0.38 2.60 -0.91
H -0.19 0.43 -4.83
C -1.40 -1.67 0.85
H -2.44 -1.49 1.15
H -0.80 -2.17 1.65
H -1.47 -2.37 0.01
N -1.75 -0.15 -3.26
N 0.65 -0.93 -3.17
N -2.04 -0.39 -1.94
N 0.72 -1.27 -1.82
C -2.88 -0.28 -3.99
C 1.52 -1.72 -3.84
H -2.88 -0.12 -5.05
H 1.66 -1.59 -4.91
C -3.92 -0.60 -3.11
C 2.14 -2.58 -2.95
C -3.32 -0.67 -1.84
C 1.58 -2.29 -1.68
H -4.94 -0.79 -3.35
H 2.87 -3.33 -3.15
H -3.78 -0.92 -0.88
H 1.77 -2.72 -0.72
H -1.84 -0.03 2.13
C 2.80 -0.39 3.88
Si 1.12 0.43 4.04
C 0.10 -0.59 5.26
C 1.30 2.15 4.72
C 0.25 0.54 2.40
C -0.80 0.09 1.75
H 3.26 -0.53 4.87
H 3.49 0.23 3.29
H 2.74 -1.37 3.40
H 0.37 -0.36 6.30
H -0.97 -0.36 5.15
H 0.22 -1.67 5.12
H 2.23 2.63 4.38
H 0.46 2.77 4.37
H 1.30 2.15 5.82

12
Properties=species:S:1:pos:R:3 method="wB97M-V/def2-TZVPD" spin_multiplicity=3 s2=2.0043 relative_energy_kcal_mol=58.26 gap_ev="4.4 / 9.2" largest_force_ev_per_a=4.88 charge=+1
C 0.80 0.95 -0.13
C -0.45 0.09 -0.42
N 0.09 -1.24 0.12
O -1.42 0.33 0.53
H 0.94 0.70 0.95
H 1.60 0.41 -0.57
H 0.87 1.99 -0.32
H -0.98 0.11 -1.44
H -0.33 -2.07 -0.27
H -0.19 -1.05 1.11
H 1.12 -1.29 0.04
H -2.06 1.07 0.41